Entry 1:
Molecular formula: C29H45N5O4Se2Ta
Method: DFT, ωB97M-V with the def2-TZVPD basis set

Values from the calculation:
LUMO (eV): -3.164
Max |F| (eV/A): 4.33
Total charge: +1
Orbital gap (eV): 7.73
HOMO (Eh): -0.4005
Energy (hartree): -6566.46810

Element x y z (Å)
Ta (-0.19950, 0.20360, 0.57890)
C (5.16040, 5.73830, 0.74710)
C (5.07090, 4.76570, -0.43640)
C (5.07170, 5.53230, -1.76550)
C (6.30200, 3.85540, -0.40920)
C (3.77640, 3.98250, -0.31440)
C (3.75510, 2.61110, -0.11590)
C (2.54320, 1.95690, -0.03020)
Se (2.49840, 0.06670, 0.36810)
C (2.62870, 0.25820, 2.29360)
C (3.84610, 0.48590, 2.90180)
C (3.89660, 0.64290, 4.27980)
C (2.69750, 0.55460, 4.97920)
C (1.45660, 0.29830, 4.39990)
C (1.42820, 0.12820, 3.00850)
O (0.35020, -0.11890, 2.26700)
C (0.22550, 0.25100, 5.29800)
C (-1.08700, 0.01830, 4.54490)
C (0.10540, 1.59660, 6.02970)
C (0.39840, -0.89040, 6.30960)
C (5.19850, 0.89520, 5.02050)
C (5.10720, 2.23800, 5.76110)
C (6.39510, 0.95200, 4.06650)
C (5.43100, -0.24450, 6.02300)
C (1.30190, 2.60080, -0.18590)
O (0.23130, 1.80700, -0.18050)
C (1.30890, 4.00020, -0.30460)
C (2.54670, 4.63270, -0.36860)
C (0.06440, 4.88440, -0.31200)
C (0.15330, 5.85230, 0.88060)
C (0.02160, 5.68330, -1.62280)
C (-1.24970, 4.10790, -0.18030)
H (6.10150, 6.28040, 0.71780)
H (4.34980, 6.46090, 0.73280)
H (5.10850, 5.18820, 1.68410)
H (6.01300, 6.06150, -1.88430)
H (4.96200, 4.84290, -2.59940)
H (4.26700, 6.25980, -1.81670)
H (7.19700, 4.45970, -0.52960)
H (6.38490, 3.32880, 0.53840)
H (6.27940, 3.13270, -1.22110)
H (4.66210, 2.03290, -0.02560)
H (4.72710, 0.53880, 2.28130)
H (2.72490, 0.69090, 6.04660)
H (-1.28100, 0.81490, 3.82550)
H (-1.08890, -0.94360, 4.03470)
H (-1.90950, 0.01450, 5.25700)
H (0.03430, 2.41320, 5.31400)
H (-0.79150, 1.60310, 6.64340)
H (0.95610, 1.78670, 6.67670)
H (0.51150, -1.84040, 5.79250)
H (1.26820, -0.74310, 6.94310)
H (-0.48050, -0.94870, 6.94610)
H (4.90200, 3.04620, 5.06120)
H (4.32300, 2.22940, 6.51310)
H (6.05130, 2.44460, 6.25910)
H (6.29140, 1.76770, 3.35400)
H (7.30270, 1.12430, 4.63880)
H (6.51630, 0.01630, 3.52580)
H (4.65250, -0.28060, 6.78010)
H (5.45430, -1.20560, 5.51320)
H (6.38460, -0.09480, 6.52260)
H (2.54360, 5.70570, -0.46460)
H (1.02410, 6.49850, 0.82120)
H (-0.72930, 6.48630, 0.90330)
H (0.20540, 5.30240, 1.81840)
H (0.89420, 6.31940, -1.73910)
H (-0.02280, 5.01440, -2.47970)
H (-0.85930, 6.31970, -1.62970)
H (-1.29380, 3.56190, 0.76180)
H (-2.08130, 4.81030, -0.19030)
H (-1.38580, 3.40940, -1.00420)
N (-0.62310, 0.48460, -2.80710)
N (-1.98030, 0.27240, -3.07630)
C (-2.89350, 0.33470, -2.10060)
N (-4.14690, -0.01710, -2.34130)
N (-2.43260, 0.77330, -0.91780)
N (-3.16000, 0.83470, 0.16490)
O (-2.48840, 0.98190, 1.20590)
O (-4.36400, 0.75800, 0.16740)
H (-0.23710, 1.15780, -3.46620)
H (-0.10980, -0.39730, -2.87670)
H (-2.24140, -0.17910, -3.95060)
H (-4.41620, -0.45710, -3.20780)
H (-4.81700, 0.02860, -1.57880)
Se (-0.77330, -1.84190, -0.39270)

Here are the Mulliken charges for atoms 1 to 4, given in e: number 1, Ta, carries 0.65; number 2, C, carries -1.60; number 3, C, carries 1.91; number 4, C, carries -1.69

=====

Entry 2:
Molecular formula: C29H45NO13
Method: DFT, ωB97M-V with the def2-TZVPD basis set

Values from the calculation:
LUMO (eV): 0.470
Relative energy (zero: lowest compared OMol25 entry of this formula, charge and spin) (eV): 0.959
Max |F| (eV/A): 4.92
Total charge: 0
Orbital gap (eV): 8.03
HOMO (Eh): -0.2777
SMILES: c1cc[nH]c1.O=C1CCCO1.O=C1CCCO1.O=C1CCCO1.O=C1CCCO1.O=C1CCCO1.O=C1CCCO1.CO
Energy (hartree): -2164.86322

Element x y z (Å)
C (3.41068, 1.81063, -1.77935)
C (3.82869, 2.94768, -1.04338)
C (2.84718, 3.15449, -0.05688)
N (1.76535, 2.37738, -0.32226)
C (2.14519, 1.55626, -1.34038)
H (3.94149, 1.29073, -2.56316)
H (4.79577, 3.42458, -1.10436)
H (2.75617, 3.80159, 0.80299)
H (0.84653, 2.31856, 0.09297)
H (1.44621, 0.80238, -1.67127)
O (-5.55490, 0.95973, 3.42813)
C (-4.35241, 0.90990, 3.43664)
C (-3.58395, -0.29120, 3.08292)
C (-2.33663, -0.06270, 3.89410)
C (-2.21351, 1.40263, 3.85273)
O (-3.58694, 1.83399, 3.93759)
H (-4.07706, -1.23341, 3.32201)
H (-3.42879, -0.29479, 2.00403)
H (-2.46524, -0.44968, 4.90495)
H (-1.40010, -0.35815, 3.42111)
H (-1.66968, 1.81121, 4.70445)
H (-1.72791, 1.79258, 2.95817)
O (-0.84341, 3.48581, 0.79022)
C (-0.43592, 4.39129, 1.53494)
C (-0.91337, 4.79282, 2.94128)
C (0.10900, 5.83499, 3.36143)
C (0.73602, 6.25334, 2.06127)
O (0.42846, 5.24112, 1.10209)
H (-1.90707, 5.23206, 3.02918)
H (-0.91859, 3.98793, 3.67629)
H (-0.30269, 6.70275, 3.87678)
H (0.88017, 5.37269, 3.97762)
H (0.40396, 7.27580, 1.88125)
H (1.79545, 6.26407, 2.31739)
O (-1.68431, -1.75881, -6.82298)
C (-2.14722, -1.43691, -5.76505)
C (-1.53980, -0.61885, -4.63276)
C (-2.54025, -0.70665, -3.52261)
C (-3.80823, -1.01207, -4.31511)
O (-3.42157, -1.64799, -5.51028)
H (-0.61920, -1.05875, -4.24924)
H (-1.38131, 0.37445, -5.05270)
H (-2.44273, -1.55709, -2.84782)
H (-2.57701, 0.27570, -3.05171)
H (-4.52365, -1.57793, -3.71840)
H (-4.23128, -0.02493, -4.50137)
O (1.11523, -1.75125, -2.53558)
C (2.09662, -2.38944, -2.99155)
C (2.09045, -3.85218, -3.40596)
C (3.43070, -3.98127, -4.04937)
C (4.11471, -2.60195, -3.93104)
O (3.17745, -1.73514, -3.42631)
H (1.97089, -4.35406, -2.44579)
H (1.30120, -3.88160, -4.15717)
H (4.12587, -4.70071, -3.61666)
H (3.32001, -4.24982, -5.09996)
H (5.01360, -2.52369, -3.31951)
H (4.28157, -2.24323, -4.94671)
O (-0.30228, -4.66359, -0.91492)
C (-1.36670, -4.20206, -0.47365)
C (-2.31879, -4.87928, 0.48555)
C (-3.13433, -3.66297, 0.99856)
C (-3.18127, -2.81054, -0.27937)
O (-1.85332, -2.98003, -0.76076)
H (-2.90298, -5.47273, -0.21775)
H (-1.77195, -5.42039, 1.25773)
H (-4.16935, -3.81047, 1.30690)
H (-2.62989, -3.19113, 1.84177)
H (-3.82507, -3.17276, -1.08088)
H (-3.43638, -1.76637, -0.09844)
O (1.41248, 1.95986, 3.04598)
C (2.34793, 1.22670, 2.74804)
C (2.39738, -0.25071, 2.52291)
C (3.84461, -0.60890, 2.76062)
C (4.40566, 0.66865, 2.20670)
O (3.52075, 1.71489, 2.57464)
H (1.82413, -0.87734, 3.20615)
H (2.03454, -0.41585, 1.50842)
H (4.04927, -0.70852, 3.82659)
H (4.15154, -1.51086, 2.23114)
H (5.43959, 0.83061, 2.51142)
H (4.53641, 0.57970, 1.12823)
C (-0.96592, 0.03312, 0.24327)
O (-0.19527, -1.10907, 0.53692)
H (-0.72270, 0.26150, -0.79442)
H (-2.03104, -0.17383, 0.34707)
H (-0.59916, 0.75207, 0.97587)
H (-0.09763, -1.66485, -0.23972)

Here are the Mulliken charges for atoms 1 to 4, given in e: number 1, C, carries -0.25; number 2, C, carries -1.20; number 3, C, carries -0.26; number 4, N, carries 0.55